i:
23
Properties=species:S:1:pos:R:3:mulliken_charge:R:1 method="wB97M-V/def2-TZVPD" homo_ev=-8.83 gap_ev=9.75
C -2.08 1.30 -0.21 -0.309
C -3.25 0.93 -0.88 -0.357
C -3.84 -0.30 -0.63 -0.434
C -3.27 -1.15 0.31 -0.354
C -2.12 -0.80 0.99 -0.513
C -1.51 0.43 0.73 -0.055
H -1.60 2.25 -0.43 0.322
H -3.68 1.61 -1.62 0.345
H -4.74 -0.59 -1.15 0.360
H -3.74 -2.11 0.51 0.347
H -1.69 -1.45 1.74 0.376
H -0.59 0.70 1.25 0.299
C 3.94 -0.20 -0.34 -0.232
C 3.49 0.93 0.17 -0.545
C 2.17 1.08 0.48 -0.035
N 1.37 0.03 0.36 -0.261
C 1.81 -1.04 -0.21 -0.052
C 3.17 -1.22 -0.66 -0.678
H 4.91 -0.09 -0.72 0.350
H 4.15 1.76 0.23 0.372
H 1.64 2.00 0.83 0.318
H 1.20 -1.91 -0.45 0.325
H 3.49 -2.08 -1.18 0.412

=====

ii:
23
Properties=species:S:1:pos:R:3:mulliken_charge:R:1 method="wB97M-V/def2-TZVPD" homo_ev=-8.15 gap_ev=8.15
C -4.15 0.45 0.28 -0.979
C -2.65 0.09 -0.08 0.513
C -2.20 -1.23 -0.22 -0.456
C -0.90 -1.66 -0.10 -0.724
C 0.27 -0.77 -0.04 0.230
N 1.59 -1.07 0.00 -0.649
C 2.57 -0.09 0.10 0.634
C 4.03 -0.54 0.12 -1.119
C 2.25 1.37 -0.05 -0.501
C 0.81 1.69 -0.08 -0.570
C -0.14 0.63 0.00 1.223
C -1.48 1.00 -0.13 -0.560
H -4.54 -0.07 1.18 0.284
H -4.19 1.63 0.44 0.285
H -4.81 -0.03 -0.63 0.262
H -2.82 -2.15 -0.09 0.271
H -0.54 -2.56 0.22 0.449
H 4.07 -1.64 0.11 0.311
H 4.56 -0.03 1.04 0.253
H 4.86 -0.15 -0.58 0.297
H 3.21 2.10 -0.06 0.228
H 0.41 2.68 -0.50 0.250
H -1.74 2.16 0.10 0.070

=====

iii:
23
Properties=species:S:1:pos:R:3:mulliken_charge:R:1 method="wB97M-V/def2-TZVPD" homo_ev=-9.26 gap_ev=10.10
C -1.35 0.03 2.52 -0.429
C -1.41 -1.12 1.74 -0.347
C -1.89 -0.94 0.43 -0.281
C -2.47 0.27 -0.07 -0.353
C -2.31 1.46 0.62 -0.309
C -1.84 1.20 1.93 -0.183
H -1.14 0.06 3.55 0.480
H -1.16 -2.16 2.01 0.349
H -1.94 -1.81 -0.33 0.244
H -2.72 0.17 -1.16 0.290
H -2.53 2.44 0.23 0.397
H -1.62 2.37 2.25 0.124
C 1.09 0.00 -0.37 0.299
C 0.93 -0.71 -1.65 -0.274
C 1.96 -1.01 -2.53 -0.517
N 3.17 -0.36 -2.28 -0.542
C 3.38 0.24 -1.19 -0.021
C 2.43 0.40 -0.19 -0.614
H 0.32 0.27 0.31 0.322
H -0.01 -0.74 -2.08 0.365
H 1.83 -1.68 -3.32 0.394
H 4.44 0.66 -1.06 0.281
H 2.84 0.97 0.63 0.327

=====

Here are the energies relative to the best structure, in kcal/mol: i 0.0; ii 48.3; iii 40.1.

=====

i:
23
Properties=species:S:1:pos:R:3:mulliken_charge:R:1 method="wB97M-V/def2-TZVPD" homo_ev=-8.43 gap_ev=8.95
C 0.76 0.55 0.14 0.136
C 1.10 0.37 1.45 -0.328
C 1.29 1.44 2.32 -0.478
C 0.96 2.72 1.90 -0.286
C 0.50 2.89 0.63 -0.408
C 0.39 1.84 -0.25 -0.397
H 0.64 -0.36 -0.45 0.286
H 1.41 -0.64 1.82 0.272
H 1.58 1.13 3.37 0.281
H 0.94 3.50 2.67 0.328
H 0.08 3.99 0.42 0.198
H 0.08 1.96 -1.30 0.405
C 0.22 -2.00 -0.75 -0.667
C -0.56 -1.12 -0.08 0.454
C -1.82 -0.86 -0.56 -0.263
N -2.40 -1.44 -1.63 -0.609
C -1.59 -2.29 -2.33 -0.317
C -0.29 -2.53 -1.94 -0.460
H 1.20 -2.24 -0.48 0.511
H -0.27 -0.72 0.86 0.209
H -2.48 -0.16 -0.11 0.441
H -2.06 -2.83 -3.17 0.331
H 0.32 -3.20 -2.54 0.360

=====

ii:
23
Properties=species:S:1:pos:R:3:mulliken_charge:R:1 method="wB97M-V/def2-TZVPD" homo_ev=-8.72 gap_ev=9.42
C -1.54 -1.47 -2.14 -0.648
C -1.58 -0.14 -1.56 -0.327
C -1.70 0.18 -0.22 -0.137
C -1.87 -0.91 0.60 -0.532
C -1.47 -2.18 0.19 -0.250
C -1.40 -2.53 -1.19 -0.428
H -1.61 -1.50 -3.19 0.420
H -1.86 0.71 -2.20 0.377
H -2.16 1.11 0.25 0.522
H -1.88 -0.87 1.67 0.322
H -1.46 -3.12 0.80 0.266
H -1.06 -3.51 -1.25 0.419
C 1.67 2.19 1.67 -0.399
C 0.57 1.91 0.78 -0.699
C 0.83 0.88 -0.12 -0.155
N 1.90 0.02 -0.34 -0.448
C 2.89 0.41 0.39 -0.069
C 2.87 1.41 1.40 -0.519
H 1.63 3.00 2.43 0.359
H -0.35 2.26 0.82 0.535
H -0.02 0.73 -0.74 0.684
H 3.89 -0.06 -0.07 0.284
H 3.70 1.49 2.00 0.424

=====

iii:
23
Properties=species:S:1:pos:R:3:mulliken_charge:R:1 method="wB97M-V/def2-TZVPD" homo_ev="-6.80 / -6.80" gap_ev="6.47 / 6.48"
C -1.93 -3.04 0.07 -1.232
C -1.33 -1.82 0.02 0.316
C 0.14 -1.81 0.21 -0.780
C 0.88 -0.74 -0.07 0.725
C 2.33 -0.51 -0.01 -0.950
C 2.52 1.02 -0.32 -0.619
C 1.28 1.71 0.20 -0.774
C 0.22 0.66 -0.05 0.210
C -1.06 0.38 -0.09 0.360
N -1.84 -0.59 -0.31 -0.456
H -2.95 -3.09 -0.07 0.385
H -1.39 -3.99 0.06 0.255
H 0.72 -2.63 0.46 0.442
H 2.77 -0.83 0.89 0.371
H 2.97 -1.20 -0.60 0.398
H 2.62 1.24 -1.32 0.333
H 3.50 1.46 0.02 0.316
H 0.92 2.52 -0.38 0.398
H 1.13 1.78 1.30 0.178
C -2.92 2.68 0.52 -0.184
C -2.81 2.06 -0.52 -0.524
H -2.94 2.93 1.55 0.377
H -2.80 1.81 -1.55 0.456

=====

Here are the energies relative to the best structure, in kcal/mol: i 6.7; ii 0.0; iii 82.6.

=====

i:
57
Properties=species:S:1:pos:R:3:mulliken_charge:R:1 method="wB97M-V/def2-TZVPD" homo_ev=-7.41 gap_ev=7.74
O 1.68 2.05 -2.11 -0.714
C 2.00 1.45 -1.10 0.113
N 1.14 0.96 -0.19 0.476
C -0.27 1.03 -0.22 0.357
C -0.99 1.64 -1.23 -0.836
C -2.37 1.67 -1.18 -0.591
C -3.08 1.09 -0.12 0.485
N -4.47 1.20 -0.08 0.154
C -5.18 0.85 1.14 -0.762
C -6.54 1.55 1.12 -0.774
O -7.30 1.20 -0.02 -0.377
C -6.59 1.54 -1.19 -0.673
C -5.24 0.83 -1.25 -0.531
C -2.34 0.48 0.89 -0.717
C -0.96 0.45 0.85 -0.350
C 3.50 1.23 -0.82 0.489
C 4.02 2.20 0.26 -1.128
C 3.96 1.62 1.67 -0.263
C 4.70 0.29 1.69 -1.124
N 4.07 -0.67 0.80 0.040
S 2.89 -1.58 1.56 1.603
O 3.55 -2.27 2.63 -0.748
O 1.75 -0.77 1.93 -0.613
C 2.41 -2.75 0.30 -0.420
C 3.32 -3.73 -0.05 -0.376
C 2.97 -4.66 -1.02 -0.664
C 1.72 -4.58 -1.62 -0.399
C 0.82 -3.59 -1.26 -0.745
C 1.16 -2.67 -0.29 0.264
C 3.92 -0.24 -0.57 -1.189
H 1.49 0.46 0.62 -0.579
H -0.48 2.10 -2.06 0.541
H -2.91 2.18 -1.96 0.427
H -4.62 1.21 2.00 0.467
H -5.33 -0.24 1.22 0.377
H -7.14 1.25 1.98 0.365
H -6.39 2.64 1.14 0.365
H -7.23 1.23 -2.03 0.351
H -6.44 2.63 -1.24 0.351
H -4.71 1.11 -2.15 0.392
H -5.42 -0.26 -1.26 0.237
H -2.83 0.00 1.72 0.424
H -0.40 -0.02 1.64 0.500
H 3.96 1.52 -1.77 0.475
H 3.46 3.13 0.20 0.385
H 5.07 2.43 0.03 0.400
H 4.43 2.31 2.37 0.392
H 2.93 1.47 1.99 0.230
H 4.70 -0.16 2.68 0.449
H 5.74 0.42 1.37 0.466
H 4.27 -3.76 0.46 0.463
H 3.66 -5.43 -1.30 0.404
H 1.45 -5.30 -2.38 0.392
H -0.15 -3.54 -1.73 0.448
H 0.48 -1.89 0.01 0.441
H 3.21 -0.91 -1.05 0.480
H 4.90 -0.39 -1.04 0.369

=====

ii:
57
Properties=species:S:1:pos:R:3:mulliken_charge:R:1 method="wB97M-V/def2-TZVPD" homo_ev=-8.77 gap_ev=9.29
C 4.48 1.03 -1.22 -1.599
C 3.71 -0.25 -1.09 1.200
C 3.53 -0.83 0.16 -1.169
C 2.84 -2.02 0.32 -0.694
C 2.33 -2.66 -0.80 0.426
O 1.62 -3.84 -0.79 -0.576
C 1.49 -4.52 0.44 -0.561
C 0.59 -3.81 1.45 0.542
O 0.65 -4.04 2.64 -0.644
N -0.25 -2.93 0.85 -0.046
C -1.10 -1.99 1.43 0.448
C -1.42 -1.99 2.79 -0.356
C -2.26 -1.01 3.31 -0.945
C -2.79 -0.03 2.49 -0.623
C -2.47 -0.04 1.15 -0.165
S -3.12 1.23 0.07 1.433
O -2.63 1.01 -1.26 -0.653
O -4.53 1.35 0.28 -0.770
N -2.45 2.64 0.72 -0.172
C -1.26 3.17 0.24 0.434
N -1.25 4.41 -0.03 -0.735
C -0.05 5.04 -0.52 -0.710
C 0.41 4.49 -1.88 -0.914
C 1.21 3.19 -1.78 -0.535
C 0.40 2.00 -1.26 0.323
C -0.11 2.21 0.17 -0.552
C -1.65 -1.01 0.60 -0.119
C 2.50 -2.08 -2.06 -0.826
C 3.18 -0.88 -2.22 1.457
C 3.34 -0.29 -3.58 -1.596
H 5.39 0.87 -1.80 0.381
H 3.89 1.79 -1.75 0.238
H 4.75 1.42 -0.25 0.376
H 3.93 -0.34 1.03 0.362
H 2.72 -2.43 1.31 0.425
H 2.46 -4.71 0.91 0.405
H 1.03 -5.48 0.19 0.355
H -0.16 -2.86 -0.16 0.190
H -0.99 -2.74 3.43 0.533
H -2.49 -1.02 4.36 0.390
H -3.44 0.74 2.87 0.455
H -3.17 3.35 0.82 0.373
H -0.30 6.10 -0.63 0.362
H 0.77 4.95 0.20 0.333
H -0.47 4.33 -2.50 0.336
H 1.03 5.24 -2.36 0.441
H 1.59 2.94 -2.77 0.160
H 2.06 3.35 -1.12 0.324
H -0.45 1.81 -1.91 0.383
H 1.04 1.11 -1.27 -0.268
H -0.42 1.26 0.60 -0.192
H 0.70 2.61 0.78 0.635
H -1.43 -0.97 -0.45 0.388
H 2.08 -2.59 -2.91 0.397
H 2.90 -0.93 -4.33 0.411
H 2.86 0.69 -3.63 0.172
H 4.40 -0.15 -3.81 0.331

=====

Here are the energies relative to the best structure, in kcal/mol: i 13.3; ii 0.0.

=====

i:
27
Properties=species:S:1:pos:R:3:mulliken_charge:R:1 method="wB97M-V/def2-TZVPD" homo_ev=-8.66 gap_ev=9.61
C -1.08 -2.18 -0.80 -1.355
C -0.91 -1.52 0.56 0.494
C -0.54 -2.53 1.63 -1.543
C 0.42 -0.38 0.53 -0.130
O 1.52 -1.11 0.10 -0.605
C 0.01 0.71 -0.39 0.447
C -1.29 1.41 -0.08 -1.738
N 1.32 1.77 -0.14 -0.081
C 1.08 3.13 -0.57 -0.958
O 2.48 1.34 -0.83 -0.505
H -1.48 -1.49 -1.54 0.292
H -1.77 -3.03 -0.73 0.449
H -0.12 -2.56 -1.15 0.270
H -1.81 -0.99 0.86 0.357
H 0.42 -2.99 1.39 0.286
H -1.29 -3.31 1.71 0.436
H -0.46 -2.05 2.61 0.375
H 0.53 -0.01 1.55 0.300
H 2.32 -0.60 0.30 0.446
H 0.08 0.40 -1.44 0.216
H -1.39 2.32 -0.67 0.493
H -2.13 0.77 -0.33 0.413
H -1.34 1.68 0.97 0.340
H 0.68 3.19 -1.59 0.304
H 2.02 3.70 -0.53 0.276
H 0.40 3.60 0.14 0.383
H 2.35 0.73 -1.58 0.338

=====

ii:
27
Properties=species:S:1:pos:R:3:mulliken_charge:R:1 method="wB97M-V/def2-TZVPD" homo_ev=-8.42 gap_ev=9.23
C -0.10 -2.87 -0.42 -0.814
C 0.87 -2.30 -1.17 -0.201
C 1.62 -1.28 -0.47 -0.333
C 1.56 0.07 -0.85 -0.340
C 2.08 1.22 -0.06 -0.410
C 1.74 0.81 1.43 -0.568
C 0.27 0.82 1.95 -0.701
N -0.74 0.13 1.14 -0.543
H -0.37 -2.59 0.59 0.398
H -0.76 -3.65 -0.86 0.239
H 1.16 -2.54 -2.22 0.343
H 2.28 -1.68 0.32 0.402
H 0.78 0.39 -1.56 0.264
H 1.56 2.14 -0.44 0.233
H 3.19 1.28 -0.19 0.294
H 2.18 -0.16 1.58 0.274
H 2.50 1.40 2.02 0.428
H 0.41 0.18 2.81 0.320
H -0.13 1.74 2.26 0.424
H -0.99 0.60 0.22 0.389
H -0.41 -0.77 0.77 -0.070
O -3.50 1.20 0.21 -0.719
H -4.10 0.45 0.28 0.331
H -2.82 1.21 0.87 0.341
O -1.89 1.18 -1.90 -0.653
H -1.80 2.11 -2.11 0.297
H -2.66 1.15 -1.32 0.372

=====

Here are the energies relative to the best structure, in kcal/mol: i 2.3; ii 0.0.

=====

i:
22
Properties=species:S:1:pos:R:3:mulliken_charge:R:1 method="wB97M-V/def2-TZVPD" homo_ev="-8.41 / -8.41" gap_ev="8.74 / 8.74"
C 0.23 1.84 -0.37 0.679
C 0.02 0.79 0.35 -0.740
C 0.44 3.34 -0.50 -0.565
C 1.06 2.32 -1.54 -0.429
C 0.47 -1.72 -1.34 -1.111
C -2.05 -1.47 0.38 -1.123
C 0.52 -1.67 1.99 -1.359
Si -0.26 -1.06 0.30 0.435
H -0.69 1.30 2.12 0.053
H -0.27 4.02 -1.08 0.230
H 1.16 3.92 0.15 0.250
H 2.10 2.24 -1.26 0.249
H 0.60 2.08 -2.56 0.242
H 0.92 -2.78 -1.04 0.259
H -0.37 -1.92 -2.05 0.296
H 1.20 -1.17 -1.84 0.397
H -2.40 -2.27 -0.15 0.450
H -2.25 -1.76 1.42 0.313
H -2.69 -0.49 0.21 0.267
H -0.11 -2.28 2.54 0.411
H 1.35 -2.27 1.69 0.374
H 1.01 -0.99 2.59 0.422

=====

ii:
22
Properties=species:S:1:pos:R:3:mulliken_charge:R:1 method="wB97M-V/def2-TZVPD" homo_ev=-8.42 gap_ev=7.82
C 0.88 -1.65 -0.34 -0.093
C 0.84 -2.23 0.70 -0.043
C 0.93 -1.17 -1.68 -1.231
C 2.35 3.35 3.69 -1.044
C 0.71 3.66 1.94 -0.833
C -3.62 -2.75 -3.61 -0.849
C 1.50 2.86 2.63 0.086
Si -2.14 -3.63 -2.83 0.165
H 0.07 -0.56 -1.68 0.297
H 1.79 -0.69 -1.91 0.356
H 0.74 -1.88 -2.43 0.256
H 2.98 4.09 3.22 0.314
H 1.77 3.72 4.50 0.278
H 2.94 2.49 4.01 0.303
H 0.67 -2.64 1.64 0.439
H -0.13 3.28 1.35 0.252
H 0.88 4.67 2.13 0.303
H -3.47 -1.62 -3.56 0.262
H -3.58 -3.06 -4.65 0.276
H -4.48 -3.13 -3.05 0.258
H 1.31 1.83 2.51 0.341
H -2.95 -4.93 -2.62 -0.092

=====

Here are the energies relative to the best structure, in kcal/mol: i 0.0; ii 2.8.

=====

i:
21
Properties=species:S:1:pos:R:3:mulliken_charge:R:1 method="wB97M-V/def2-TZVPD" homo_ev=-14.23 total_charge=+1 gap_ev=7.08
C 0.06 0.65 -1.47 -0.490
O -1.23 1.27 -1.68 -0.537
C 0.54 1.15 -0.09 -0.605
C -0.51 0.77 1.00 -0.648
C -1.02 -0.64 0.89 0.351
C -2.37 -0.82 0.37 -0.258
N -2.57 -1.27 -0.77 -0.505
N -0.11 -1.62 0.71 -0.225
H -0.13 -0.42 -1.51 0.297
H 0.73 0.93 -2.29 0.383
H -1.83 0.55 -1.67 0.336
H 0.58 2.23 -0.21 0.401
H 1.52 0.77 0.17 0.339
H -0.25 0.99 2.04 0.436
H -1.34 1.42 0.72 0.363
H -3.15 -0.34 0.98 0.401
H 28.34 1.57 5.28 0.001
H -3.43 -1.78 -0.96 0.269
H -0.44 -2.27 -0.02 0.338
H 0.04 -2.15 1.57 0.356
H 27.74 1.14 5.25 -0.001

=====

ii:
21
Properties=species:S:1:pos:R:3:mulliken_charge:R:1 method="wB97M-V/def2-TZVPD" homo_ev=-11.50 total_charge=+1 gap_ev=8.18
N 1.10 -3.74 0.25 -0.473
C 0.93 -2.43 0.61 -0.158
C -0.04 -1.63 0.15 -0.443
C -0.25 -0.26 0.70 -0.846
C -0.22 0.85 -0.39 0.119
N -1.62 1.23 -0.78 -0.350
C 0.52 2.12 0.06 -0.682
O -0.18 3.28 -0.44 -0.559
H 0.59 -4.07 -0.55 0.216
H 2.01 -4.17 0.29 0.238
H 1.56 -2.05 1.41 0.311
H -0.82 -2.08 -0.46 0.235
H -1.21 -0.16 1.23 0.386
H 0.45 0.00 1.49 0.406
H 0.17 0.38 -1.29 0.529
H -1.58 2.01 -1.45 0.362
H -2.23 1.48 0.00 0.330
H -2.09 0.47 -1.26 0.334
H 1.51 2.15 -0.39 0.266
H 0.60 2.17 1.13 0.451
H -0.38 3.86 0.31 0.327

=====

iii:
21
Properties=species:S:1:pos:R:3:mulliken_charge:R:1 method="wB97M-V/def2-TZVPD" homo_ev="-12.01 / -12.01" total_charge=+1 gap_ev="7.75 / 7.75"
C -2.70 -0.18 -0.01 0.837
C -2.99 1.21 0.13 -0.895
C 0.98 -1.58 0.34 -1.074
C 1.16 0.04 -1.45 -0.680
C 2.09 0.38 0.65 -0.931
N -0.26 0.54 0.27 -1.212
N 0.90 -0.10 -0.07 0.649
O -2.62 -1.33 -0.06 -0.149
H -2.07 1.80 -0.01 0.345
H -3.39 1.43 1.13 0.318
H -3.87 1.66 -0.35 0.393
H 1.83 -2.16 0.00 0.431
H 0.80 -1.67 1.45 0.369
H 0.16 -2.09 -0.23 0.375
H 0.33 0.48 -1.97 0.290
H 1.95 0.84 -1.60 0.295
H 1.36 -0.95 -1.84 0.298
H 1.80 0.45 1.69 0.348
H 2.79 -0.42 0.37 0.420
H 2.29 1.42 0.42 0.390
H -0.54 0.23 1.16 0.181

=====

Here are the energies relative to the best structure, in kcal/mol: i 91.7; ii 0.0; iii 99.3.

=====

i:
24
Properties=species:S:1:pos:R:3:mulliken_charge:R:1 method="wB97M-V/def2-TZVPD" multiplicity=2 homo_ev="-5.54 / -9.44" gap_ev="5.85 / 9.74" s_squared=0.753
C -2.54 0.41 0.93 -1.119
C -1.12 0.84 1.23 -0.256
C -0.50 1.63 0.06 -0.812
C 0.17 0.74 -1.02 -0.751
C 2.49 1.44 -1.04 -0.733
N 1.55 0.46 -0.87 -0.011
H -3.31 0.63 1.68 0.339
H -2.91 0.90 0.03 0.319
H -2.66 -0.66 0.76 0.244
H -0.89 1.48 2.08 0.352
H -0.47 -0.02 1.43 0.197
H -1.16 2.41 -0.33 0.480
H 0.30 2.32 0.39 0.434
H -0.48 -0.12 -1.10 0.341
H -0.15 1.19 -1.97 0.181
H 3.44 1.31 -0.55 0.257
H 2.45 2.35 -1.61 0.358
H 1.76 -0.29 -0.24 0.186
H -0.08 -2.58 -1.89 0.246
H -0.48 -2.36 -0.37 0.318
O 0.11 -2.11 -1.08 -0.575
H 1.38 -3.54 0.44 0.301
H 1.43 -3.49 1.91 0.309
O 1.66 -2.95 1.15 -0.607

=====

ii:
24
Properties=species:S:1:pos:R:3:mulliken_charge:R:1 method="wB97M-V/def2-TZVPD" multiplicity=2 homo_ev="-2.86 / -7.29" gap_ev="2.86 / 7.22" s_squared=0.754
C -2.13 1.78 -1.02 -0.985
C -1.37 2.58 0.04 -0.420
C 0.11 2.12 -0.01 -0.629
C 0.48 0.76 0.54 -0.303
C 1.63 0.19 0.17 -0.823
N 1.87 -1.12 0.80 -0.372
H -1.96 0.71 -1.10 0.229
H -3.23 1.72 -0.98 0.346
H -1.88 2.25 -2.13 0.197
H -1.58 3.66 -0.12 0.303
H -1.63 2.51 1.21 0.242
H 0.60 2.28 -1.00 0.298
H 0.78 2.81 0.74 0.203
H -0.31 0.25 1.04 0.323
H 2.21 0.33 -0.69 0.361
H 1.83 -1.95 0.15 0.331
H 2.81 -1.14 1.32 0.356
H 1.11 -1.35 1.57 0.387
H -0.15 -2.76 -1.14 0.300
H 0.68 -2.66 -2.52 0.290
O 0.65 -2.38 -1.51 -0.621
H -0.88 -3.74 1.79 0.285
H 0.60 -3.60 1.60 0.322
O -0.22 -3.23 1.27 -0.621

=====

Here are the energies relative to the best structure, in kcal/mol: i 0.0; ii 63.7.

=====

i:
11
Properties=species:S:1:pos:R:3:mulliken_charge:R:1 method="wB97M-V/def2-TZVPD" homo_ev="-8.07 / -8.07" gap_ev="7.76 / 7.76"
C 1.42 -0.47 0.25 0.127
C 0.62 -1.49 0.39 -0.666
N -0.18 1.29 0.55 -0.354
N -1.22 0.98 -0.33 -0.244
O 1.11 0.86 0.07 -0.241
P -1.90 -0.53 0.15 0.160
H 2.51 -0.56 0.20 0.313
H 0.75 -2.53 0.56 0.317
H -0.05 2.31 0.60 0.260
H -1.04 1.19 -1.31 0.277
H -2.02 -1.07 -1.15 0.050

=====

ii:
11
Properties=species:S:1:pos:R:3:mulliken_charge:R:1 method="wB97M-V/def2-TZVPD" homo_ev="-8.34 / -8.34" gap_ev="7.47 / 7.46"
C 0.84 1.09 0.84 0.169
C 1.16 -0.27 0.92 -0.414
N -1.58 0.27 -0.31 -0.455
N -0.96 -0.62 -0.89 0.208
O 0.21 1.70 -0.12 -0.635
P 0.29 -1.51 -0.02 0.067
H 1.05 1.67 1.76 0.302
H 1.06 -0.61 1.97 0.198
H -1.96 0.91 -0.97 0.248
H -0.87 -0.70 -1.94 0.297
H 0.76 -1.92 -1.24 0.016

=====

Here are the energies relative to the best structure, in kcal/mol: i 34.1; ii 0.0.